(1)
Formula: C27H36BrN2O2SZn
Source: the Open Molecules 2025 dataset
Level of theory: ωB97M-V/def2-TZVPD

Charge: +1
Spin multiplicity: 1
E_HOMO: -10.18 eV

```
70
Properties=species:S:1:pos:R:3:mulliken_charge:R:1
Zn -1.06 -0.11 -2.14 1.05
C 5.04 -1.01 2.34 -1.67
C 4.08 0.15 2.64 1.94
C 4.74 1.47 2.24 -1.63
C 3.82 0.18 4.15 -2.07
C 2.78 -0.04 1.85 -0.19
C 2.84 -0.18 0.46 -0.40
C 1.67 -0.37 -0.23 0.69
Br 1.80 -0.53 -2.14 -0.29
C 0.38 -0.44 0.34 0.45
O -0.70 -0.70 -0.39 -1.42
C 0.32 -0.24 1.73 -0.36
C 1.52 -0.08 2.43 -0.33
C -0.98 -0.23 2.57 2.07
C -1.02 -1.50 3.42 -1.65
C -0.96 1.00 3.50 -1.75
C -2.29 -0.14 1.78 -1.79
H 5.95 -0.91 2.94 0.46
H 5.34 -1.03 1.29 0.33
H 4.58 -1.97 2.58 0.37
H 5.67 1.62 2.79 0.45
H 4.08 2.31 2.44 0.36
H 4.98 1.48 1.17 0.33
H 4.77 0.28 4.68 0.44
H 3.34 -0.74 4.50 0.40
H 3.19 1.02 4.44 0.39
H 3.78 -0.13 -0.07 0.54
H 1.46 0.04 3.50 0.33
H -0.14 -1.59 4.06 0.30
H -1.06 -2.39 2.78 0.32
H -1.91 -1.51 4.06 0.45
H -0.15 0.96 4.24 0.34
H -1.90 1.05 4.05 0.49
H -0.84 1.92 2.93 0.36
H -2.45 -1.00 1.14 0.24
H -2.33 0.75 1.15 0.31
H -3.11 -0.08 2.50 0.49
O -3.26 0.11 -2.21 -0.37
C -3.93 1.37 -2.41 -0.73
C -3.77 1.89 -3.82 -0.61
C -2.31 1.94 -4.31 -0.86
C -1.42 2.66 -3.34 1.06
C -1.26 4.03 -3.37 -0.71
C -0.49 4.66 -2.40 -0.39
C 0.09 3.90 -1.40 -0.93
C -0.11 2.53 -1.42 -0.05
N -0.85 1.93 -2.37 0.27
H -3.56 -0.54 -2.85 0.25
H -3.49 2.04 -1.68 0.37
H -4.98 1.26 -2.16 0.38
H -4.21 2.88 -3.86 0.40
H -4.34 1.26 -4.52 0.37
H -2.27 2.44 -5.28 0.53
H -1.93 0.93 -4.47 -0.14
H -1.73 4.60 -4.16 0.48
H -0.35 5.73 -2.43 0.43
H 0.70 4.34 -0.63 0.50
H 0.32 1.89 -0.66 0.16
S -1.34 -1.76 -3.82 -0.51
C -1.21 -3.09 -2.69 0.69
N -0.01 -3.35 -2.13 0.07
C 0.24 -4.35 -1.26 -0.15
C -0.77 -5.20 -0.90 -0.65
C -2.04 -4.97 -1.45 -0.22
C -2.26 -3.93 -2.32 -0.69
H 0.74 -2.71 -2.36 -0.01
H 1.25 -4.42 -0.89 0.45
H -0.58 -6.01 -0.21 0.44
H -2.86 -5.62 -1.17 0.43
H -3.23 -3.75 -2.74 0.42
```

***

(2)
Formula: C27H36FeIO2P2Si
Source: the Open Molecules 2025 dataset
Level of theory: ωB97M-V/def2-TZVPD

Charge: +2
Spin multiplicity: 6
E_HOMO (alpha / beta): -13.54 / -13.68 eV

```
70
Properties=species:S:1:pos:R:3:mulliken_charge:R:1
C -3.05 -4.17 -5.82 -0.87
C -2.00 -3.91 -4.76 0.46
H -2.78 -5.10 -6.35 0.30
H -3.09 -3.33 -6.52 0.31
H -4.04 -4.29 -5.34 0.30
O -1.03 -4.59 -4.53 -0.41
I -2.29 -2.11 -3.54 -0.05
Fe -0.02 0.43 0.38 -0.85
P -1.27 -1.07 1.41 1.10
C -0.51 -2.05 2.76 -1.28
C -2.60 -0.13 2.23 -1.15
H -3.21 -0.83 2.80 0.47
H -2.92 -2.83 1.32 0.45
H -3.21 0.35 1.46 0.42
H -2.83 -1.96 -0.24 0.31
H 0.08 -1.42 3.44 0.21
H -2.21 0.65 2.89 0.14
C -2.24 -2.37 0.59 -1.11
H -1.30 -2.56 3.33 0.49
H -1.59 -3.15 0.18 0.40
H 0.16 -2.79 2.32 0.42
P 1.03 1.21 -1.44 0.83
C 2.85 1.33 -1.41 -1.19
C 0.77 0.64 -3.16 -1.12
H -0.51 3.04 -1.79 0.39
H 1.10 3.39 -2.52 0.52
H 0.83 3.54 -0.75 0.17
C 0.57 2.97 -1.65 -1.22
H -0.30 0.58 -3.39 0.31
H 1.25 1.35 -3.85 0.44
H 3.19 1.96 -2.25 0.47
H 3.28 0.33 -1.51 0.42
H 1.21 -0.35 -3.31 0.39
H 3.20 1.76 -0.46 0.17
C 1.43 -0.61 0.70 0.25
O 2.39 -1.22 1.00 -0.34
C 4.94 1.26 3.61 -0.68
C 3.89 0.59 4.24 -0.80
C 2.58 0.77 3.79 -0.29
C 2.31 1.60 2.69 1.07
C 3.36 2.30 2.07 -0.35
C 4.68 2.11 2.53 -1.07
Si 0.48 1.80 2.21 1.34
C -0.13 2.06 4.02 1.11
C -0.72 1.07 4.82 0.18
C -1.05 1.35 6.16 -0.73
C -0.76 2.59 6.72 -0.59
C -0.14 3.56 5.94 -0.80
C 0.16 3.31 4.60 -0.48
C 0.05 3.54 1.56 0.78
C -1.26 3.79 1.12 -0.78
C -1.61 5.08 0.70 -0.55
C -0.68 6.12 0.75 -0.79
C 0.62 5.88 1.22 -0.78
C 0.98 4.59 1.63 -0.25
H 5.96 1.14 3.97 0.42
H 4.09 -0.06 5.09 0.48
H 1.77 0.27 4.34 0.25
H 3.19 3.01 1.26 0.33
H 5.50 2.65 2.05 0.44
H -0.93 0.05 4.46 0.17
H -1.51 0.57 6.77 0.47
H -1.00 2.79 7.77 0.44
H 0.11 4.52 6.37 0.48
H 0.65 4.11 4.04 0.38
H -2.01 2.99 1.10 0.31
H -2.62 5.28 0.34 0.45
H -0.95 7.13 0.44 0.43
H 1.35 6.68 1.29 0.45
H 1.99 4.44 2.03 0.44
```

***

(3)
Formula: C27H36N3O4Ti
Source: the Open Molecules 2025 dataset
Level of theory: ωB97M-V/def2-TZVPD

Charge: -1
Spin multiplicity: 3
E_HOMO (alpha / beta): -1.73 / -4.02 eV

```
71
Properties=species:S:1:pos:R:3:mulliken_charge:R:1
Ti 0.60 0.07 0.31 -0.65
C 4.79 -0.72 0.36 -1.63
C 3.51 -0.03 0.73 0.81
O 2.41 -0.74 0.45 0.54
C 3.52 1.23 1.29 -0.94
C 2.41 1.94 1.80 0.62
C 2.58 3.25 2.51 -1.43
N 1.16 1.39 1.66 0.90
N 0.27 1.59 2.71 -0.78
C -0.58 0.61 2.75 0.52
O -0.55 -0.40 1.90 -0.75
C -1.62 0.62 3.79 0.34
C -1.82 1.73 4.62 -0.31
C -2.79 1.72 5.60 -0.64
C -3.60 0.60 5.78 -0.35
C -3.41 -0.51 4.97 -0.75
C -2.43 -0.50 3.98 -0.26
H 4.80 -1.00 -0.71 0.25
H 5.66 -0.09 0.55 0.39
H 4.90 -1.65 0.93 0.30
H 4.49 1.70 1.41 0.22
H 3.56 3.31 3.00 0.37
H 2.52 4.10 1.81 0.19
H 1.80 3.38 3.25 0.32
H -1.19 2.60 4.46 0.45
H -2.94 2.59 6.23 0.36
H -4.36 0.59 6.55 0.36
H -4.03 -1.39 5.10 0.38
H -2.28 -1.35 3.34 0.38
C -3.54 -0.63 -1.76 -2.86
C -2.16 -1.22 -1.93 1.56
C -1.61 -2.00 -0.91 1.73
C -2.46 -2.42 0.26 -2.91
C -0.26 -2.39 -0.98 0.57
C 0.35 -3.19 0.15 -2.27
C 0.51 -2.05 -2.10 1.53
C 1.93 -2.57 -2.19 -2.27
C -0.06 -1.31 -3.14 1.60
C 0.78 -0.94 -4.34 -2.59
C -1.40 -0.91 -3.06 1.00
C -2.04 -0.12 -4.18 -2.54
H -4.30 -1.20 -2.31 0.30
H -3.54 0.40 -2.10 0.57
H -3.83 -0.61 -0.71 0.44
H -2.40 -1.68 1.06 0.52
H -2.12 -3.38 0.66 0.47
H -3.50 -2.54 -0.03 0.52
H 0.15 -4.26 0.03 0.45
H -0.05 -2.89 1.11 0.31
H 1.43 -3.05 0.20 0.37
H 1.96 -3.64 -2.02 0.42
H 2.55 -2.10 -1.42 0.09
H 2.38 -2.38 -3.16 0.46
H 1.74 -0.51 -4.05 0.46
H 0.29 -0.20 -4.97 0.47
H 0.99 -1.81 -4.97 0.44
H -1.72 -0.48 -5.16 0.56
H -1.79 0.94 -4.11 0.30
H -3.12 -0.19 -4.14 0.46
N 1.81 1.04 -1.47 -0.43
C 1.24 2.07 -2.35 -0.52
C 0.24 2.93 -1.58 -0.50
C -1.03 2.11 -1.35 0.17
O -2.07 2.43 -1.91 -0.74
O -0.88 1.09 -0.59 0.16
H 2.25 0.30 -2.00 0.10
H 2.53 1.44 -0.86 0.34
H 0.73 1.57 -3.17 0.04
H 2.02 2.70 -2.78 0.44
H -0.02 3.82 -2.16 0.42
H 0.66 3.22 -0.62 0.12
```

***

(4)
Formula: C27H36N4O5
Source: the Open Molecules 2025 dataset
Level of theory: ωB97M-V/def2-TZVPD

Spin multiplicity: 1
E_HOMO: -7.88 eV

```
72
Properties=species:S:1:pos:R:3:mulliken_charge:R:1
C 0.93 6.58 0.30 -1.08
N 1.00 5.41 -0.56 -0.01
C 0.03 4.42 -0.34 0.00
O -0.82 4.61 0.54 -0.66
C 0.09 3.23 -1.19 0.31
C -0.85 2.26 -1.00 -0.96
C -0.94 1.01 -1.74 1.00
C 0.15 0.13 -1.85 -0.43
C 0.06 -1.04 -2.58 -0.45
C -1.13 -1.35 -3.26 -0.18
N -1.21 -2.50 -4.06 0.20
C -1.28 -3.82 -3.48 -0.99
C -0.73 -2.49 -5.43 -0.99
C -2.25 -0.49 -3.13 -0.55
C -2.16 0.65 -2.36 -0.66
C 1.06 3.20 -2.30 0.95
O 1.08 2.36 -3.20 -0.68
N 2.04 4.20 -2.30 0.03
C 3.10 4.14 -3.28 -1.16
C 2.06 5.32 -1.46 0.70
O 2.96 6.15 -1.54 -0.64
H 1.75 7.23 0.02 0.39
H -0.04 7.07 0.17 0.31
H 1.01 6.28 1.35 0.31
H -1.62 2.47 -0.26 0.53
H 1.08 0.36 -1.32 0.50
H 0.93 -1.70 -2.67 0.42
H -1.52 -3.74 -2.41 0.27
H -2.08 -4.40 -3.98 0.32
H -0.34 -4.37 -3.61 0.33
H -0.56 -1.46 -5.76 0.30
H 0.20 -3.08 -5.53 0.33
H -1.49 -2.96 -6.09 0.32
H -3.17 -0.76 -3.65 0.42
H -3.00 1.33 -2.24 0.48
H 3.03 3.18 -3.78 0.36
H 3.00 4.95 -4.00 0.33
H 4.07 4.25 -2.77 0.34
C 3.38 0.84 2.35 -0.67
O 2.81 -0.30 3.02 -0.35
C 1.87 -0.92 2.28 -0.11
O 1.57 -0.55 1.16 -0.53
C 1.31 -2.13 3.00 0.67
C 2.31 -3.30 2.94 -0.63
C 1.48 -4.55 2.69 -0.63
C 0.02 -4.09 2.61 -0.71
N 0.09 -2.63 2.43 0.37
C -1.09 -1.88 2.50 -0.28
C -1.37 -0.88 1.62 -0.46
C -2.60 -0.03 1.65 -0.28
C -3.69 -0.56 2.59 -0.96
C -3.10 -1.11 3.88 -0.98
C -2.09 -2.22 3.61 -0.46
H 4.17 1.17 3.02 0.25
H 3.78 0.55 1.37 0.29
H 2.62 1.62 2.22 0.28
H 1.17 -1.83 4.06 0.26
H 3.05 -3.16 2.14 0.33
H 2.84 -3.33 3.90 0.33
H 1.77 -5.03 1.74 0.27
H 1.60 -5.28 3.50 0.29
H -0.54 -4.58 1.80 0.34
H -0.48 -4.35 3.56 0.40
H -0.67 -0.66 0.81 0.50
H -2.32 0.98 1.98 0.20
H -2.99 0.09 0.64 0.18
H -4.40 0.24 2.82 0.40
H -4.25 -1.36 2.08 0.35
H -2.59 -0.30 4.41 0.33
H -3.89 -1.49 4.53 0.37
H -2.64 -3.14 3.32 0.28
H -1.55 -2.47 4.54 0.38
```

***

(5)
Formula: C27H36N4O5OsPSb
Source: the Open Molecules 2025 dataset
Level of theory: ωB97M-V/def2-TZVPD

Charge: +2
Spin multiplicity: 5
E_HOMO (alpha / beta): -12.78 / -14.37 eV

```
75
Properties=species:S:1:pos:R:3:mulliken_charge:R:1
Os -0.45 -0.02 -0.52 -0.71
O -3.13 -2.88 0.68 -0.64
C -2.45 -1.91 0.52 0.23
N -1.63 -1.62 -0.57 0.72
C -1.46 -2.41 -1.68 0.54
C -2.08 -3.64 -1.92 -1.13
C -1.80 -4.31 -3.08 -0.57
C -0.88 -3.79 -4.04 -0.61
C -0.26 -2.59 -3.86 -1.03
C -0.52 -1.86 -2.68 0.72
N 0.04 -0.66 -2.34 0.55
C 0.89 0.10 -3.14 0.25
O 1.25 -0.15 -4.26 -0.63
C 1.36 1.35 -2.43 0.57
C 2.25 2.20 -3.05 -0.81
C 2.69 3.32 -2.36 -0.73
C 2.23 3.54 -1.06 -0.92
C 1.35 2.64 -0.51 -0.47
N 0.91 1.57 -1.18 0.81
C -2.40 -0.80 1.55 0.47
C -3.14 -0.91 2.71 -0.56
C -3.07 0.12 3.64 -0.61
C -2.28 1.22 3.37 -0.96
C -1.56 1.26 2.18 -0.37
N -1.62 0.26 1.29 0.71
H -2.78 -4.04 -1.20 0.63
H -2.28 -5.26 -3.26 0.46
H -0.68 -4.35 -4.94 0.47
H 0.42 -2.20 -4.60 0.60
H 2.57 1.97 -4.05 0.64
H 3.38 4.02 -2.82 0.51
H 2.56 4.40 -0.49 0.59
H 0.97 2.77 0.50 0.31
H -3.75 -1.79 2.86 0.63
H -3.64 0.07 4.56 0.49
H -2.20 2.05 4.06 0.55
H -0.92 2.09 1.93 0.40
C 1.66 0.37 4.39 -0.83
C 2.56 0.86 3.28 -0.24
O 2.70 -0.14 2.22 -0.30
P 1.52 -0.48 1.22 0.43
O 0.72 -1.73 1.79 0.03
C 1.35 -2.91 2.38 -0.20
C 0.62 -3.26 3.65 -1.17
O 2.33 -1.17 0.01 -0.18
C 3.65 -0.75 -0.45 -0.21
C 4.74 -1.58 0.19 -1.36
H 1.56 1.15 5.14 0.48
H 2.08 -0.51 4.87 0.26
H 0.67 0.12 4.01 0.04
H 3.57 1.03 3.63 0.41
H 2.19 1.79 2.84 0.14
H 2.41 -2.69 2.56 0.28
H 1.28 -3.71 1.65 0.31
H 0.72 -2.46 4.40 0.23
H 1.04 -4.17 4.07 0.43
H -0.44 -3.43 3.45 0.27
H 3.79 0.32 -0.24 0.25
H 3.63 -0.89 -1.53 0.40
H 4.76 -1.43 1.27 0.27
H 5.70 -1.29 -0.22 0.44
H 4.58 -2.64 -0.02 0.32
C -2.19 2.65 -3.57 -1.30
Sb -2.34 2.22 -1.49 0.60
C -4.45 2.26 -1.25 -1.27
C -1.89 4.17 -0.74 -1.30
H -2.82 3.52 -3.78 0.44
H -2.52 1.80 -4.16 0.39
H -1.16 2.89 -3.83 0.39
H -4.82 3.16 -1.74 0.39
H -4.71 2.28 -0.19 0.40
H -4.90 1.38 -1.71 0.40
H -2.64 4.85 -1.15 0.48
H -0.90 4.48 -1.08 0.38
H -1.94 4.19 0.34 0.38
```

***

(6)
Formula: C27H36N4O6RuS2
Source: the Open Molecules 2025 dataset
Level of theory: ωB97M-V/def2-TZVPD

Charge: -1
Spin multiplicity: 2
E_HOMO (alpha / beta): -4.31 / -4.24 eV

```
76
Properties=species:S:1:pos:R:3:mulliken_charge:R:1
Ru 0.29 0.59 0.29 0.45
C 0.61 3.43 -0.57 -1.32
N 0.88 2.78 0.74 1.09
C 2.32 3.01 1.03 -1.35
C 2.93 2.06 2.05 -0.44
C 3.35 0.76 1.39 -1.05
N 2.62 0.60 0.14 0.40
C 3.17 -0.16 -0.72 -0.14
C 2.64 -0.46 -2.05 0.60
C 3.45 -1.21 -2.91 -0.75
C 3.07 -1.51 -4.20 -0.82
C 1.83 -1.02 -4.64 -0.57
C 1.01 -0.28 -3.81 -0.58
C 1.38 0.00 -2.47 0.11
O 0.55 0.69 -1.74 -0.70
C 0.04 3.45 1.78 -0.42
C -0.12 2.77 3.12 -1.19
C -0.78 1.42 3.03 -0.82
N 0.09 0.42 2.39 0.77
C 0.22 -0.67 3.07 -0.60
C 0.94 -1.87 2.75 0.82
C 1.18 -2.78 3.80 -0.55
C 1.85 -3.96 3.60 -0.86
C 2.28 -4.25 2.28 -0.43
C 2.03 -3.40 1.24 -1.10
C 1.34 -2.17 1.43 -0.06
O 1.11 -1.40 0.43 0.05
H 0.93 4.48 -0.53 0.36
H -0.45 3.41 -0.80 0.42
H 1.15 2.90 -1.35 0.26
H 2.42 4.04 1.38 0.46
H 2.85 2.92 0.09 0.71
H 2.22 1.86 2.84 -0.10
H 3.80 2.54 2.51 0.55
H 3.13 -0.08 2.06 -0.01
H 4.43 0.74 1.20 0.75
H 4.14 -0.62 -0.49 0.17
H 4.40 -1.57 -2.53 0.35
H 3.70 -2.09 -4.85 0.38
H 1.50 -1.23 -5.65 0.41
H 0.06 0.11 -4.15 0.60
H -0.94 3.61 1.35 -0.01
H 0.47 4.45 1.94 0.35
H -0.78 3.41 3.71 0.56
H 0.82 2.72 3.67 0.27
H -1.68 1.50 2.43 0.12
H -1.07 1.09 4.03 0.71
H -0.25 -0.68 4.05 0.17
H 0.83 -2.52 4.79 0.37
H 2.03 -4.64 4.41 0.38
H 2.81 -5.18 2.10 0.41
H 2.36 -3.63 0.23 0.46
O -3.22 3.16 -1.80 -0.62
S -3.04 3.21 -0.37 1.17
O -4.22 2.88 0.40 -0.63
O -2.32 4.38 0.10 -0.66
S -1.94 1.36 0.08 -0.12
O -1.44 -1.39 0.38 -0.27
C -2.06 -1.71 -0.64 0.43
C -3.21 -2.69 -0.55 -1.26
C -4.60 -2.08 -0.89 -0.76
C -4.56 -0.75 -1.64 0.08
C -3.93 -0.82 -3.03 -0.63
C -2.57 -1.53 -3.04 -0.92
N -1.75 -1.27 -1.87 0.59
H -3.20 -3.08 0.46 0.31
H -2.99 -3.52 -1.23 0.41
H -5.14 -1.91 0.05 0.37
H -5.18 -2.81 -1.46 0.28
H -4.01 -0.02 -1.04 -0.42
H -5.57 -0.35 -1.73 0.48
H -3.82 0.21 -3.39 0.37
H -4.60 -1.35 -3.72 0.39
H -1.99 -1.21 -3.91 0.36
H -2.72 -2.61 -3.14 0.35
H -1.06 -0.52 -1.94 0.05
```

***

Number 1: F_max 0.00645 Eh/bohr. Number 2: F_max 0.16272 Eh/bohr. Number 3: F_max 0.00735 Eh/bohr. Number 4: F_max 0.04452 Eh/bohr. Number 5: F_max 0.01569 Eh/bohr. Number 6: F_max 0.05986 Eh/bohr.